Entry 1:
A 3-piece molecular cluster, C3H9NOS overall. Source: OMol25; level of theory: the ωB97M-V functional and the def2-TZVPD basis.

Results
* E_tot: -647.72660 hartree
* gap between HOMO and LUMO (alpha / beta): 8.3 / 8.3 eV
* energy relative to the best compared isomer or geometry (same formula, charge and spin): 107.6 kcal per mole
* HOMO (alpha / beta): -0.3078 / -0.3078 Eh

Each line ends with the Mulliken charge.
Element x y z (Å)
C -5.2045 -0.0228 0.1595  -0.521
C 1.9383 -0.4796 0.0020  -0.421
H -5.6032 -0.5199 0.9796  0.300
H 4.0310 -0.9137 1.9641  0.320
H 1.8510 -1.2645 -0.7562  0.323
H -3.2036 0.2126 0.7723  0.216
S 2.4696 0.9795 -0.5130  0.211
H 4.5303 0.3124 1.3232  0.324
H -3.6828 0.6069 -1.0259  0.237
H 3.4811 1.3923 -2.4060  0.233
N 2.8941 0.6895 -2.0116  -0.596
C -3.9192 0.2581 -0.0682  -0.406
H -5.8660 -0.0064 -0.7753  0.174
H 1.7177 -0.5216 1.1740  0.240
O 4.5662 -0.7228 1.1814  -0.634

Entry 2:
C29H27MoN3O2S3Si as an isolated structure. Source: OMol25; level of theory: the ωB97M-V functional and the def2-TZVPD basis.

Results
* E_tot: -2987.74047 hartree
* spin multiplicity: 3
* gap between HOMO and LUMO (alpha / beta): 4.8 / 5.1 eV
* energy relative to the best compared isomer or geometry (same formula, charge and spin): 26.9 kcal per mole
* net charge: +2
* HOMO (alpha / beta): -0.4877 / -0.4878 Eh

Each line ends with the Mulliken spin population.
Element x y z (Å)
C 2.9270 1.6797 0.2954  0.006
C -1.3858 -5.8595 -1.6897  -0.002
C 3.2347 3.8442 -0.1472  0.002
C -3.9277 -0.6631 0.0146  -0.001
H -6.4666 -0.6759 -0.8677  0.001
H 4.8985 -2.1502 -2.0173  0.000
C 0.5925 -3.0272 2.5589  -0.001
C -0.6605 -3.1962 3.1482  0.002
H -1.7418 -7.9277 -1.2725  0.000
S -2.3136 -1.3629 0.0239  0.140
H -1.8454 -5.8946 -2.6653  0.000
C -1.3445 -6.9963 -0.8994  0.000
O -4.8305 -1.5981 0.0231  0.004
N 2.2755 2.8773 0.1141  0.013
H -0.8355 -3.7936 -1.8617  0.000
O 0.2886 -1.6397 0.1982  -0.108
C -1.0770 4.4228 0.0330  0.003
C -1.2057 2.0626 0.0560  -0.186
C 0.8995 3.0535 0.1161  0.029
C 3.2831 -4.4285 0.6334  0.000
C 4.4381 3.2321 -0.1420  0.001
C 3.1305 -2.5714 -0.8878  -0.004
S 2.3036 0.1732 0.7644  0.024
S -4.2257 0.9561 0.0085  0.046
N 4.2423 1.9054 0.1257  0.003
C 0.3054 4.3161 0.1047  0.010
C 1.5947 -2.9928 4.7476  0.001
N 0.1330 1.9355 0.0986  -0.010
C 5.2552 0.8852 0.1715  0.001
H 0.2478 -5.7402 1.7933  0.000
H 5.1635 -5.4312 0.7096  0.000
H -6.4453 -0.6451 0.9181  0.001
C -6.2099 -1.2409 0.0322  -0.002
H -1.5457 5.3924 0.0045  0.000
H 2.5445 -1.7705 -1.3328  0.008
C -0.7745 -6.9522 0.3618  0.000
C 2.5474 -3.3873 0.0770  0.002
C 4.4452 -2.7786 -1.2656  0.002
C -0.2207 -4.6369 0.0150  -0.001
H 0.8993 5.2132 0.1615  0.000
H 6.2374 1.3501 0.1853  0.000
H -6.7602 -2.1785 0.0530  0.000
H 0.2541 -3.2236 6.3963  0.000
C -0.7797 -3.2735 4.5243  -0.001
C -0.2036 -5.7771 0.8130  -0.002
H 5.1236 0.2723 1.0634  0.001
H 2.4767 -2.9310 5.3659  0.000
H 6.1926 -3.9859 -1.0102  0.000
Mo -0.2573 -0.0066 0.1666  1.946
Si 0.7634 -3.1468 0.6667  -0.011
H 2.6942 -2.7972 2.9198  0.000
C -1.8641 3.2721 0.0036  0.004
H -1.7531 1.0713 0.0917  0.080
H 5.4128 3.6442 -0.3067  0.000
C -0.8142 -4.6798 -1.2407  0.003
C 4.5992 -4.6311 0.2598  0.000
C 5.1758 -3.8110 -0.6980  0.001
C 1.7196 -2.9187 3.3713  -0.003
H -2.9406 3.3195 -0.0496  0.000
H 3.0003 4.8689 -0.3293  0.001
H -0.7551 -7.8283 0.9920  0.000
C 0.3471 -3.1666 5.3233  -0.001
H -1.7482 -3.4333 4.9705  0.000
H 5.1751 0.2381 -0.7049  -0.001
H -1.5373 -3.2941 2.5216  0.003
H 2.8205 -5.0700 1.3691  0.000

Entry 3:
C2H3BrO2 in the gas phase. Source: OMol25; level of theory: the ωB97M-V functional and the def2-TZVPD basis.

Results
* E_tot: -2802.47727 hartree
* SMILES string: O=COCBr
* gap between HOMO and LUMO: 11.4 eV
* energy relative to the best compared isomer or geometry (same formula, charge and spin): 22.8 kcal per mole
* HOMO: -0.3855 Eh

Each line ends with the Mulliken charge.
Element x y z (Å)
C 0.8699 0.4027 0.3679  -0.383
H -2.2015 -0.5422 -0.3866  0.394
H 1.2157 0.1594 1.3446  0.291
Br 1.3619 2.0798 -0.2528  -0.108
O -0.5891 0.3394 0.4774  -0.316
O -0.4738 -1.3985 -0.9312  -0.515
H 0.9579 -0.4803 -0.2476  0.421
C -1.1410 -0.5606 -0.3716  0.216

Entry 4:
C6H12O as an isolated structure. Source: OMol25; level of theory: the ωB97M-V functional and the def2-TZVPD basis.

Results
* E_tot: -311.02223 hartree
* gap between HOMO and LUMO: 10.5 eV
* energy relative to the best compared isomer or geometry (same formula, charge and spin): 23.2 kcal per mole
* HOMO: -0.3509 Eh

Each line ends with the Mulliken charge.
Element x y z (Å)
H 2.1399 -1.3268 -0.8006  0.335
C -0.5833 1.5741 0.2384  -0.698
H -1.1429 -0.1403 -1.7282  0.444
C -0.4161 0.0446 0.3162  1.780
H -1.4394 1.9583 -0.3299  0.288
H -0.5388 2.0759 1.2169  0.299
C 1.0412 0.3851 -0.0904  0.083
H -1.6479 -0.6078 1.9823  0.379
H 2.6480 0.2252 -1.4909  0.383
H -2.2902 -0.6665 -0.4857  0.429
H 1.6765 0.4401 0.8102  0.291
H 1.1498 -0.5372 -2.0542  0.302
H -0.9110 -1.6973 -0.9031  0.360
H -0.0054 -0.1234 2.4458  0.406
C -1.2295 -0.6571 -0.7660  -1.899
O 0.6481 1.7123 -0.4830  -0.464
C -0.5968 -0.6233 1.6702  -1.633
H -0.2810 -1.6732 1.6287  0.357
C 1.7789 -0.3627 -1.1768  -1.443

Entry 5:
C30H38ClGe2NO2Re as an isolated structure. Source: OMol25; level of theory: the ωB97M-V functional and the def2-TZVPD basis.

Results
* E_tot: -6062.77601 hartree
* spin multiplicity: 2
* gap between HOMO and LUMO (alpha / beta): 4.7 / 5.3 eV
* energy relative to the best compared isomer or geometry (same formula, charge and spin): 31.9 kcal per mole
* net charge: +2
* HOMO (alpha / beta): -0.4880 / -0.4881 Eh

Each line ends with the Mulliken spin population.
Element x y z (Å)
H 1.4530 -1.6781 -0.1775  -0.001
H -5.7658 1.8992 3.8128  0.000
C -2.9347 -1.0006 -0.7966  -0.048
H -1.2448 -3.1799 4.4235  0.000
C -5.0621 1.9600 1.7934  0.009
H 3.4533 -2.9389 -1.0430  0.000
H -1.6582 -1.4980 4.7471  -0.001
H -4.5611 -0.1859 4.3571  0.000
C 4.4778 0.0494 5.7848  0.000
H 0.6175 -2.3364 2.8880  0.001
H 5.4773 1.2390 -1.0215  0.000
C -3.4569 0.2660 1.1929  0.032
C 2.6126 0.2191 4.2538  -0.007
H -4.0653 -3.0263 -3.9004  -0.003
H 3.8478 -2.0430 0.4262  0.000
H -0.5714 2.6205 3.0605  -0.001
H 5.1654 2.3833 0.2924  0.000
H 1.9419 -1.1283 -1.8032  0.000
C 3.9975 0.1983 4.5018  0.001
C 4.9985 2.1804 -0.7636  0.000
C -4.2711 -1.4212 -0.9263  -0.072
C 3.6067 -0.1217 6.8534  0.000
H 3.0536 3.1101 -0.8542  0.000
C -2.0121 -1.3608 -1.8036  -0.013
C -5.1465 1.4220 3.0700  -0.014
C 2.8284 0.7772 1.8654  0.015
H -1.0295 -2.1079 2.2950  0.004
C 2.2378 -0.1488 6.6239  0.000
H -1.7154 -2.3148 -3.6887  0.001
H 4.3570 -1.4334 -1.1517  0.000
H -5.6911 -2.4619 -2.1261  0.000
H -1.1772 1.1693 5.6870  0.000
Ge 2.5061 0.7172 -0.0870  0.031
H -1.5111 2.8523 5.3261  -0.001
H 1.5561 -0.2996 7.4456  0.000
H -4.9861 -1.1798 -0.1549  0.001
C -0.9444 1.7442 3.6006  0.002
H 0.1583 2.2892 5.3849  0.000
H -4.2153 1.7540 -0.1630  -0.001
H -0.4849 3.2876 -2.7740  0.000
O 0.7512 1.2180 -1.9128  -0.012
Cl -2.0651 2.8058 -1.0830  0.024
H -0.9706 -1.0635 -1.7053  -0.007
C -0.8538 -2.1647 4.4443  0.005
N -2.4858 -0.2150 0.2500  -0.207
C 0.3670 2.1135 -1.1714  -0.061
C -0.8516 2.0177 5.0924  -0.002
H 0.6866 -0.0212 5.1652  -0.009
Ge 0.0410 0.1823 2.6969  -0.114
C -0.3199 -1.8059 3.0683  0.015
C -0.4691 3.2610 -1.6874  0.008
C -3.5935 -0.3109 2.4568  -0.024
H 3.9929 -0.2541 7.8499  0.000
H 4.7058 0.3060 3.6942  0.000
H -0.0654 -2.1333 5.1896  0.000
C -2.4216 -2.0676 -2.9105  0.045
C -4.6648 -2.1430 -2.0355  0.036
H -0.1749 4.2154 -1.2515  0.002
H -5.6268 2.8418 1.5276  0.000
C -3.7512 -2.4632 -3.0329  -0.103
C -4.2484 1.3681 0.8455  -0.068
O 0.6085 2.1124 0.0987  -0.051
H 5.5411 0.0697 5.9602  0.000
C 2.0687 0.4242 2.9120  0.031
C -4.4481 0.2629 3.3819  0.003
H 3.3636 1.9615 -2.1629  0.000
H 5.4777 2.9704 -1.3384  0.000
H -1.9920 1.6117 3.3203  0.004
H -3.0518 -1.2146 2.6837  0.002
C 2.2428 -1.1891 -0.7573  0.004
C 3.5160 2.1510 -1.0996  0.001
C 1.7527 0.0138 5.3427  -0.001
C 3.5576 -1.9428 -0.6181  0.002
H 3.8645 1.0532 2.0285  0.001
Re -0.8646 0.7640 0.3716  1.545

Q: The lowest E_tot belongs to which entry?
A: C30H38ClGe2NO2Re